Record 1
Computed, not measured: a 2-piece molecular cluster, C10H24NSi overall at a distorted geometry, with wB97M-V/def2-TZVPD.

As for the net charge: +1. For the energy, the calculation gives -20116.2042 eV. The calculation puts the LUMO energy at -6.553 eV. The HOMO energy comes out at -0.4151 Eh.

Last column: Löwdin charge in e.
Atoms and positions in Å:
C 2.789064 -0.456416 0.042156  -0.19
C 1.946871 -1.487603 -0.571506  -0.15
C 2.391919 1.051048 -0.179561  -0.10
C 0.490816 -1.223037 -0.209145  -0.57
C 0.867330 1.272123 -0.002333  -0.47
C -0.517862 -2.156058 -0.961502  0.00
C 0.218568 -1.478278 1.255261  -0.01
C 0.369044 2.442820 -0.932896  -0.03
C 0.428955 1.550413 1.467483  -0.02
C -3.041683 0.468809 0.096475  -0.25
N 0.138993 0.106554 -0.658166  0.02
Si -4.440191 -0.661345 0.532821  1.12
H 2.892711 -0.587073 1.085811  0.09
H 3.802658 -0.552576 -0.389864  0.12
H 2.125889 -1.284491 -1.691571  0.16
H 2.237774 -2.463852 -0.361522  0.10
H 2.838924 1.888106 0.472377  0.15
H 2.552080 1.388209 -1.234514  0.12
H -1.394251 -2.150193 -0.369722  0.04
H -0.071765 -3.135431 -1.045788  0.10
H -0.663131 -1.784279 -1.877330  0.04
H 0.911609 -1.046852 1.891674  0.04
H 0.192539 -2.509108 1.344860  0.07
H -0.769197 -0.865672 1.409323  0.11
H 0.860699 3.304045 -0.832245  0.04
H -0.665274 2.754294 -0.882491  0.08
H 0.469117 2.266197 -1.960917  0.07
H 0.837220 0.960150 2.217851  0.06
H -0.604593 1.721455 1.476562  0.05
H 0.738305 2.551435 1.581038  0.07
H -3.228221 0.643203 -1.048359  0.11
H -3.082681 1.499901 0.599983  0.08
H 0.203706 0.265645 -1.632212  0.10
H -5.749593 -0.575824 1.263761  -0.03
H -4.013262 -1.891021 0.028575  -0.07
H -2.063073 0.174719 0.075645  -0.06

Force components x, y, z for each atom (eV/Å):
2.47 2.49 0.06
-1.30 1.90 -2.82
-1.12 1.23 -0.26
-0.33 -0.93 -1.89
-1.35 -0.54 -1.55
2.69 -0.49 3.06
-2.51 3.12 -1.43
-1.34 -2.40 1.15
0.64 0.97 -3.11
-4.42 3.49 -0.47
-0.65 1.50 3.03
1.29 1.24 0.28
0.20 -0.31 1.31
-0.24 0.01 0.45
-0.77 -0.82 1.17
0.75 -1.72 0.50
0.17 -1.80 -0.74
0.38 -0.57 0.66
-1.20 -0.33 0.33
-0.22 -0.53 0.09
-0.81 1.29 -3.66
1.41 0.58 1.30
-0.54 -1.97 0.79
1.42 -1.77 0.34
2.42 3.46 1.01
-0.65 -0.44 0.77
0.51 -1.03 -1.61
0.45 -1.12 1.21
-1.82 -0.65 0.37
0.98 1.30 0.68
-0.02 -0.17 1.60
-0.09 -1.41 -0.85
0.27 -0.48 -1.08
0.63 0.30 -0.40
-0.23 -1.74 -0.48
2.92 -1.63 0.19

Record 2
Computed, not measured: a 3-piece molecular cluster, C10H24O14P2 overall at a distorted geometry, with wB97M-V/def2-TZVPD.

The SMILES is O=C1O[C@@H](O)[C@@H](COO)O1.COP(=O)(OC)OC.COP(=O)(OC)OC. As for the net charge: 0. For the energy, the calculation gives -57996.7304 eV. The calculation puts the LUMO energy at -1.211 eV. The HOMO energy comes out at -0.3505 Eh.

Last column: Löwdin charge in e.
Atoms and positions in Å:
O 0.232512 1.513146 -5.277474  0.19
C -0.851567 1.880895 -4.985490  -0.52
O -1.208747 2.349298 -3.729656  0.09
C -2.517511 2.866751 -3.901537  -0.29
O -2.295245 4.013528 -4.684137  0.06
C -3.020000 1.756439 -4.829924  -0.20
C -4.383146 1.830089 -5.473164  -0.13
O -5.427526 1.428856 -4.633003  -0.11
O -5.259376 2.034842 -3.364173  -0.01
O -1.953852 1.859950 -5.801779  0.08
H -3.078844 3.046655 -2.999421  0.16
H -3.138690 4.390215 -4.943481  0.11
H -2.841112 0.750990 -4.449681  0.18
H -4.380565 1.118565 -6.294998  0.15
H -4.584624 2.800548 -5.941317  0.14
H -6.078664 2.498806 -3.157636  0.11
C 2.100009 3.013946 -2.037928  -0.11
O 2.384747 2.894162 -0.624420  -0.24
P 1.122890 2.372241 0.370531  0.62
O 1.675774 2.899553 1.657121  -0.27
O 1.490182 0.803892 0.092365  -0.29
C 2.793763 0.336683 0.417091  -0.10
O -0.403645 1.973135 0.871409  -0.27
C -0.508308 0.914396 1.820557  -0.11
H 3.007241 3.346136 -2.536380  0.09
H 1.801377 2.047777 -2.453424  0.08
H 1.312020 3.746697 -2.211373  0.08
H 3.274496 0.963048 1.169050  0.09
H 3.411490 0.303904 -0.481766  0.08
H 2.690889 -0.675384 0.809879  0.08
H 0.254970 0.993938 2.592879  0.09
H -0.433963 -0.050820 1.324413  0.08
H -1.490634 0.990855 2.283902  0.09
C 2.805747 -4.369664 1.911129  -0.11
O 2.075662 -3.281555 2.517800  -0.25
P 0.873927 -3.686401 3.631797  0.60
O 0.080913 -2.425449 3.594797  -0.26
O 1.970534 -3.743958 4.841323  -0.29
C 2.708501 -2.564544 5.152751  -0.10
O -0.126700 -4.715573 4.445793  -0.26
C -0.388601 -4.421913 5.813272  -0.11
H 3.542483 -3.944488 1.234081  0.09
H 3.323919 -4.955837 2.675328  0.09
H 2.134539 -5.014691 1.343906  0.08
H 2.192552 -1.662636 4.822939  0.09
H 3.695234 -2.611288 4.691126  0.08
H 2.830918 -2.528741 6.234479  0.09
H -0.563878 -3.356706 5.961647  0.09
H 0.434110 -4.756867 6.442883  0.09
H -1.286205 -4.973419 6.087918  0.09

Force components x, y, z for each atom (eV/Å):
0.09 0.18 0.01
-0.17 0.12 -0.01
0.46 0.11 -0.21
0.29 -0.66 -1.30
-0.51 0.67 0.78
-0.21 -0.03 -0.37
0.48 0.56 -0.71
-0.64 -0.56 -0.06
0.80 0.31 0.65
0.55 -0.76 0.32
0.32 -0.14 0.44
-0.19 0.21 -0.02
-0.72 0.08 0.86
-0.19 -0.22 -0.02
0.07 0.24 0.26
-0.38 -0.09 -0.53
0.17 -0.24 -0.11
-3.10 1.09 -1.28
3.90 -3.37 5.47
-0.37 0.55 -0.94
-0.57 0.12 -0.10
0.27 -0.09 -0.28
-0.39 2.05 -2.81
0.01 -0.79 0.18
0.04 0.01 0.12
-0.02 0.06 -0.01
0.05 0.01 -0.08
-0.08 0.09 -0.02
0.05 0.04 0.03
-0.12 0.02 0.00
0.07 0.11 -0.10
0.05 0.01 0.05
-0.02 0.25 -0.14
0.24 0.04 0.12
-1.69 -2.88 -0.87
0.47 5.25 4.50
0.14 -0.85 -0.78
-0.34 -0.29 0.06
0.36 0.03 -0.11
0.80 -1.36 -3.07
0.12 0.05 0.67
-0.06 0.11 0.03
-0.03 0.01 -0.02
0.07 0.01 -0.06
-0.07 -0.07 -0.06
0.00 0.06 -0.03
-0.05 -0.08 0.00
0.05 0.01 -0.13
0.01 0.05 -0.06
-0.02 -0.04 -0.23

Record 3
Computed, not measured: C10H25BNbO5PdS as an isolated structure at a distorted geometry, with wB97M-V/def2-TZVPD.

As for the net charge: +1. For the energy, the calculation gives -37536.6799 eV. The calculation puts the LUMO energy at -6.691 eV. The HOMO energy comes out at -0.4398 Eh.

Last column: Löwdin charge in e.
Atoms and positions in Å:
C -1.965513 -1.106888 2.759294  -0.11
C -1.085769 -1.903975 1.789940  -0.27
C 0.080549 -1.068410 1.229283  -0.46
C 1.360784 -1.714840 1.749671  -0.14
Nb -0.008842 -0.691804 -1.042515  1.51
C -0.538434 -2.877467 -1.382272  -0.26
C 0.339529 -3.084348 -2.511581  -0.35
O 1.247932 -2.293361 -2.670857  -0.07
C 0.506414 1.528693 -0.743683  -0.33
C 1.936958 1.953382 -1.149361  -0.30
C 2.777208 2.573450 -0.046526  -0.23
S 2.124566 4.115463 0.589747  0.60
O 0.808363 4.287859 0.055898  -0.28
O 3.119137 5.127237 0.477791  -0.24
O 2.006307 3.813610 2.143124  -0.15
B -2.354716 -0.135453 -1.011030  -0.48
C -2.768009 0.359115 -2.421050  -0.03
O -3.217548 -0.228618 0.022943  0.08
H -2.925406 -0.839973 2.333364  0.06
H -1.476204 -0.169890 3.154090  0.07
H -2.174532 -1.669200 3.664242  0.10
H -1.712839 -2.304054 0.997464  0.08
H -0.672356 -2.743844 2.339204  0.11
H 0.217893 0.035616 1.683533  0.05
H 1.364552 -1.773217 2.840965  0.09
H 2.256071 -1.193635 1.436218  0.06
H 1.398590 -2.730590 1.367009  0.09
H 1.752514 -1.056010 -0.831334  0.07
H 0.128638 -0.285327 -2.808383  0.00
H -0.308221 -3.530567 -0.541816  0.07
H -1.572159 -3.097835 -1.650919  0.06
H 0.171568 -3.906381 -3.211409  0.13
H -0.185910 2.093137 -1.369272  0.05
H 0.282065 1.872756 0.250381  -0.02
H 1.871844 2.636831 -1.991276  0.12
H 2.505328 1.097176 -1.500636  0.08
H 3.756675 2.844240 -0.429975  0.11
H 2.953183 1.894823 0.784327  0.10
H 1.665663 2.927582 2.306074  0.07
H -3.509468 1.138089 -2.248196  0.09
H -1.959471 0.729592 -3.038205  0.04
H -3.250560 -0.470400 -2.940855  0.09
H -3.816837 -0.987424 0.002482  0.14
Pd -1.129538 0.834860 1.564109  0.58

Force components x, y, z for each atom (eV/Å):
-0.26 -0.04 0.35
-0.26 0.13 0.07
1.44 -1.63 0.01
0.17 0.57 0.69
1.88 0.30 -2.14
-2.24 0.10 0.87
-0.07 -0.36 -0.07
0.44 0.69 0.15
-0.04 -0.51 -0.76
-0.04 -0.31 -0.06
0.13 0.06 -0.19
0.26 0.01 -0.47
-0.05 0.19 0.08
-0.32 -0.02 0.04
0.17 0.07 0.54
-0.87 -0.03 0.75
0.45 0.17 0.01
0.07 -0.39 -0.02
-0.13 0.04 -0.01
-0.15 -0.47 0.49
0.05 -0.06 0.15
-0.03 -0.06 -0.13
0.10 -0.27 -0.15
1.12 -0.20 -0.27
-0.03 -0.13 0.13
0.13 0.06 -0.09
0.03 -0.15 -0.05
-0.61 0.31 1.37
0.14 0.77 0.17
0.23 -0.01 0.12
-0.10 -0.44 -0.01
0.12 -0.10 -0.33
-0.27 -0.04 -0.04
0.07 0.49 0.65
0.02 0.15 -0.05
0.14 -0.04 -0.14
0.13 0.01 -0.04
-0.09 -0.13 0.13
-0.21 0.00 0.03
-0.16 0.12 -0.09
0.03 0.03 -0.16
-0.07 -0.13 -0.08
-0.31 0.22 0.11
-1.00 1.02 -1.57

Record 4
Computed, not measured: C10H25BrCuO2Si2 as an isolated structure at a distorted geometry, with wB97M-V/def2-TZVPD.

As for the multiplicity: 2. As for the net charge: +2. For the energy, the calculation gives -145284.6899 eV. The calculation puts the LUMO energy (spin up / spin down) at -8.789 / -11.979 eV. The HOMO energy (spin up / spin down) comes out at -0.5509 / -0.5503 Eh.

Last column: Löwdin charge in e.
Atoms and positions in Å:
C 3.974150 -1.276518 1.977387  -0.09
C 2.944669 -0.250803 1.201100  -0.24
C 2.662624 -0.745916 -0.335859  -0.32
C 3.716497 -0.009429 -1.351707  -0.11
Si 0.802902 -0.525633 -0.776331  0.55
O 0.121203 -1.794238 -1.782854  -0.38
Si -1.411732 -2.291585 -1.030952  0.61
C -2.639125 -0.839415 -0.714192  -0.35
C -4.139086 -1.294191 -0.231591  -0.22
C -4.549750 -0.818090 1.287700  -0.23
O -4.275114 0.599789 1.583885  -0.14
C 0.342589 1.159545 -1.584482  -0.67
Br 1.215659 1.481964 -3.379901  0.75
C 0.498160 2.463440 -0.551298  -0.30
C -0.364908 2.270652 0.846445  -0.09
H 3.535324 -2.340918 2.188820  0.10
H 4.180217 -0.778512 3.042604  0.12
H 4.998386 -1.450340 1.391359  0.11
H 1.935249 -0.086829 1.810424  0.11
H 3.523051 0.788373 1.115392  0.13
H 2.876781 -1.919777 -0.359174  0.17
H 3.553836 1.157505 -1.337527  0.08
H 3.703029 -0.464315 -2.454521  0.12
H 4.826138 -0.214171 -0.961880  0.14
H 0.065055 -0.583648 0.512068  0.02
H -2.011168 -3.257562 -1.980504  0.00
H -1.104633 -3.043455 0.206005  -0.01
H -2.231831 -0.069707 0.102281  0.05
H -2.714249 -0.207897 -1.719718  0.10
H -4.916005 -0.759820 -0.963506  0.13
H -4.355690 -2.457473 -0.366033  0.13
H -5.734392 -0.945914 1.359245  0.14
H -4.078967 -1.480714 2.142065  0.14
H -4.017928 1.117314 0.764687  0.08
H -0.827505 1.108901 -1.817136  0.10
H -0.030069 3.364490 -1.128347  0.10
H 1.620015 2.774955 -0.379624  0.13
H 0.136822 1.531529 1.608245  0.10
H -1.506961 1.994323 0.637172  0.12
H -0.388850 3.345557 1.364647  0.08
Cu 0.065608 4.748535 0.065608  0.73

Force components x, y, z for each atom (eV/Å):
0.28 -0.51 0.38
-0.02 1.21 0.21
4.74 -0.62 0.27
-0.32 -0.48 -0.08
-2.30 -2.27 -1.39
0.21 2.59 2.81
-0.39 -0.34 -0.62
-0.19 1.83 0.16
-1.10 0.23 -0.44
-1.17 -0.70 -0.30
0.76 -0.57 -1.52
-1.13 2.51 -0.32
-0.73 -0.26 1.77
-0.20 -0.30 -0.06
-0.07 0.42 -0.25
0.58 2.10 -0.50
-0.38 -0.97 -2.38
-2.35 0.70 1.22
2.33 -0.52 -1.09
-1.51 -2.09 0.20
-1.02 2.16 -0.34
0.37 -2.33 -0.15
-0.14 1.10 2.39
-2.24 0.33 -0.58
0.23 0.06 -0.15
0.15 0.31 0.00
0.18 0.31 0.05
-0.73 -1.68 -1.62
0.02 -1.33 1.96
1.71 -1.18 1.59
0.63 2.48 0.44
2.61 0.11 -0.16
-0.71 1.46 -1.84
-0.80 -1.29 1.24
2.51 -0.31 0.48
0.74 -1.51 0.18
-2.07 -0.88 -0.23
-1.10 1.60 -1.55
2.69 0.51 0.46
-0.06 -1.89 -0.33
0.00 0.02 0.10